Molecular formula: C13H22Br6N6O12
Method: DFT, wB97M-V/def2-TZVPD

DFT total energy = -17183.496302 Ha
E_HOMO = -9.90 eV
E_LUMO = -0.641 eV
Orbital gap = 9.26 eV
Net charge = 0

Positions of all 59 atoms, in Å:
C: 30.4330 13.2916 -6.7259
N: 30.2455 12.0416 -5.9482
O: 29.2122 11.4357 -6.1421
O: 31.1372 11.6770 -5.2100
H: 30.3971 13.0404 -7.7784
H: 31.4170 13.6920 -6.4892
H: 29.6801 13.9960 -6.3883
C: 33.7599 6.2525 -7.2786
N: 33.0365 5.4133 -8.2920
O: 33.0884 5.7655 -9.4528
O: 32.4180 4.4513 -7.8881
H: 34.4888 5.6170 -6.7886
H: 32.9973 6.5704 -6.5753
H: 34.1942 7.0809 -7.8210
C: 31.9945 7.4515 -1.2233
N: 30.9786 7.5715 -2.3088
O: 31.0431 8.5314 -3.0519
O: 30.1571 6.6832 -2.3842
H: 32.8505 8.0607 -1.4849
H: 32.2069 6.3997 -1.0947
H: 31.5190 7.8554 -0.3297
C: 33.9556 10.1189 -4.4551
N: 34.3714 8.7364 -4.1229
O: 33.6904 7.8171 -4.5424
O: 35.3592 8.6112 -3.4313
H: 33.7547 10.1620 -5.5212
H: 34.7641 10.7845 -4.1759
H: 33.0651 10.3895 -3.8925
C: 34.9467 12.7268 -8.8141
N: 34.4423 12.7373 -7.4146
O: 33.4840 13.4390 -7.1740
O: 35.0036 12.0343 -6.5956
H: 35.9030 12.2189 -8.8577
H: 35.0278 13.7618 -9.1359
H: 34.1672 12.2541 -9.4088
C: 30.0672 6.7294 -7.1264
C: 30.6141 7.7729 -6.3874
C: 31.1813 8.8464 -7.0397
C: 31.1288 8.8997 -8.4137
C: 30.5329 7.9076 -9.1652
C: 30.0186 6.8073 -8.5097
N: 31.7389 10.0339 -9.0951
O: 31.7574 10.0212 -10.3086
O: 32.2051 10.9391 -8.4126
H: 29.7344 5.8271 -6.6293
H: 30.6351 7.7383 -5.3067
H: 31.6368 9.6555 -6.4863
H: 30.4672 7.9532 -10.2408
H: 29.5833 6.0129 -9.0998
C: 36.6858 9.4875 -7.6744
Br: 35.9315 9.1566 -9.4362
Br: 38.2269 10.6207 -7.8234
Br: 37.0518 7.8482 -6.7619
H: 35.9309 10.0717 -7.1672
C: 37.8285 10.7542 -2.4054
Br: 39.5713 11.3532 -1.8741
Br: 37.4580 11.2428 -4.2310
Br: 36.4669 11.3638 -1.1910
H: 37.7880 9.6757 -2.3819

Force components x, y, z for each atom (eV/Å):
C 0.8 0.5 0.5
N -0.1 -0.2 -0.4
O 0.0 0.0 0.1
O 0.1 0.0 0.2
H -0.3 0.0 0.0
H -0.2 -0.2 0.0
H -0.3 -0.1 -0.3
C -0.5 -0.3 -0.3
N 0.1 0.2 0.0
O 0.0 0.0 0.0
O 0.1 0.0 0.1
H 0.1 0.0 0.0
H 0.1 0.0 0.1
H 0.1 0.0 0.1
C -0.3 0.4 0.1
N 0.2 -0.2 -0.2
O 0.0 0.0 0.2
O -0.1 0.1 0.0
H 0.1 -0.1 -0.1
H 0.1 -0.1 0.0
H 0.0 -0.1 0.0
C 0.1 0.4 -0.1
N -0.3 0.1 0.1
O 0.2 0.1 0.0
O 0.1 -0.3 0.2
H -0.1 0.0 0.0
H 0.0 -0.1 -0.1
H -0.2 -0.4 0.0
C -0.2 0.3 -0.2
N -0.2 0.2 -0.1
O 0.4 -0.1 -0.1
O 0.1 -0.1 0.0
H -0.1 -0.1 0.1
H 0.0 0.0 0.1
H 0.1 -0.2 0.1
C 0.2 -0.1 0.1
C 0.0 -0.4 0.1
C 0.0 0.5 0.3
C 0.0 -0.1 -0.1
C -0.1 -0.2 -0.3
C -0.1 -0.1 0.0
N 0.1 0.1 -0.3
O 0.1 0.2 0.1
O 0.0 -0.1 -0.1
H -0.2 0.1 0.0
H 0.0 0.0 0.0
H 0.0 0.0 0.0
H 0.2 0.2 0.0
H 0.0 -0.1 0.1
C -0.2 0.1 -0.6
Br 0.0 -0.1 0.1
Br 0.1 0.0 0.1
Br 0.0 0.1 0.1
H 0.1 -0.1 0.3
C -0.2 -0.1 -0.1
Br 0.0 -0.1 0.0
Br 0.1 0.2 0.0
Br 0.0 0.1 0.0
H 0.2 -0.1 0.1